Below is a 2-piece molecular cluster, C5H15NOS overall at a distorted geometry, with properties calculated with ωB97M-V/def2-TZVPD.

Last column: natural (NBO) charge in e.
Cartesian coordinates (Å):
C1 0.5347 -2.1393 1.4575  -0.40
N1 -0.0629 -1.0696 0.6684  -0.65
C2 0.8192 -0.3438 -0.2037  -0.04
C3 -0.0083 0.6519 -1.0542  -0.40
C4 -1.2296 -0.0519 -1.6582  -0.50
S1 -1.7868 0.7243 -3.2163  -0.05
C5 1.9430 0.4186 0.4911  -0.63
H1 1.0964 -2.7932 0.7903  0.19
H2 -0.2507 -2.6699 1.9932  0.20
H3 1.2224 -1.7789 2.2377  0.16
H4 -0.7155 -0.5587 1.2444  0.37
H5 1.1655 -1.0450 -0.9660  0.19
H6 0.6093 1.1307 -1.8117  0.22
H7 -0.3676 1.4342 -0.3856  0.17
H8 -2.0325 -0.1304 -0.9344  0.23
H9 -0.9289 -1.0594 -1.9303  0.22
H10 -1.5846 1.9865 -2.8144  0.11
H11 2.4545 -0.1700 1.2576  0.21
H12 1.5059 1.2394 1.0622  0.19
H13 2.7559 0.6613 -0.1934  0.22
H14 -0.9693 1.5779 1.3692  0.46
H15 -2.2577 2.3655 1.0462  0.48
O1 -1.9123 1.6198 1.5504  -0.94

For the LUMO energy, the calculation gives 0.7 eV. The orbital gap is 9.3 eV.